Record 1
ORCA calculation (ωB97M-V/def2-TZVPD) on 10 unconnected molecules or ions with the total composition C24H70N2O10.

ORCA input file:
```
! wB97M-V def2-TZVPD RIJCOSX def2/J DEFGRID3
* xyz 0 1
O 0.96 4.31 -7.83
O 2.26 6.81 0.92
O 6.26 -2.68 3.86
O -1.61 5.82 8.56
O -3.97 -2.74 -6.41
O 0.50 2.24 0.99
O -2.33 0.80 4.20
O -4.58 -7.41 -0.56
O -4.92 4.57 0.13
O 3.81 -8.12 -1.70
N -6.14 -4.74 -2.61
N 7.10 0.34 1.90
C 2.35 -6.18 -1.50
C -5.05 -5.41 -1.93
C -3.71 5.23 0.22
C 3.53 7.64 -0.94
C -1.55 5.00 7.37
C -2.70 -2.68 -7.00
C -3.87 -8.17 -1.52
C -5.62 -6.61 -1.13
C -3.63 0.38 3.85
C 0.89 1.56 -0.23
C -4.30 -4.44 -1.09
C 1.81 3.85 -5.55
C 2.13 7.41 -0.35
C 7.23 -0.68 2.89
C 2.78 -7.43 -2.34
C 0.23 0.20 -0.34
C 2.09 4.41 -6.92
C -1.68 -3.22 -6.00
C -4.51 0.63 5.06
C 5.21 -3.66 3.88
C -0.23 5.37 6.72
C 6.05 -1.64 2.92
C -3.49 5.39 1.71
C 7.46 -0.03 4.27
H -6.56 -5.47 -3.18
H 1.32 4.50 -8.70
H 1.90 2.76 -5.54
H 2.21 -6.51 -0.47
H 0.50 2.20 -1.02
H -1.84 -4.28 -5.79
H -1.49 3.94 7.62
H -3.12 -7.53 -1.99
H -5.52 0.39 4.72
H -2.91 4.62 -0.17
H -3.89 0.91 2.93
H 4.04 6.71 -1.23
H 7.63 -0.86 4.96
H -5.62 -4.22 -3.31
H 0.80 4.17 -5.30
H -3.79 6.11 -0.43
H -4.23 0.08 5.95
H 3.43 8.25 -1.83
H 4.10 8.33 -0.32
H -4.38 -1.91 -6.67
H -1.53 -2.77 -5.02
H 5.61 -4.58 4.29
H 4.79 -3.94 2.92
H 0.52 -0.53 0.42
H 1.94 -8.10 -2.51
H -2.47 -1.67 -7.33
H 1.47 -5.68 -1.91
H -4.48 1.71 5.17
H 4.38 -3.30 4.49
H -0.21 6.41 6.39
H -6.34 -6.24 -0.39
H 2.56 7.45 1.57
H 5.14 -1.08 3.14
H -3.48 -4.95 -0.57
H -5.32 4.70 -0.73
H -4.37 -5.71 -2.73
H 2.47 4.24 -4.78
H 1.98 1.45 -0.29
H 0.50 -0.22 -1.31
H -3.87 -3.62 -1.66
H 8.33 0.61 4.40
H -0.85 0.29 -0.40
H -4.33 5.90 2.17
H 0.64 5.22 7.37
H 3.08 -7.04 -3.31
H 0.85 3.13 1.09
H -2.61 5.95 2.03
H 6.29 0.86 2.19
H 6.93 -0.13 1.02
H -4.43 -8.73 -2.27
H -3.31 -8.89 -0.93
H 5.86 -1.99 1.91
H 3.17 -5.46 -1.44
H 1.51 8.30 -0.38
H -6.12 -7.25 -1.85
H 2.96 3.87 -7.30
H 0.06 4.77 5.86
H 6.61 0.49 4.72
H 3.93 -9.01 -2.05
H -0.66 -3.17 -6.39
H -3.69 -0.66 3.51
H -3.49 4.43 2.22
H 1.66 6.67 -0.99
H -1.89 1.19 3.45
H -2.35 5.07 6.63
H 2.42 5.45 -6.85
H 8.12 -1.23 2.58
H -1.76 6.73 8.28
H -4.89 -3.92 -0.34
H -2.71 -3.37 -7.84
*
```

SMILES: COC[C@H](C)N.COC[C@H](C)N.CCO.CCO.CCO.CCO.CCO.CCO.CCO.CCO
Highest occupied orbital energy (eV): -9.441
Maximum force (eV/A): 2.3
Relative energy (zero: lowest compared OMol25 entry of this formula, charge and spin) (kcal per mole): 80.9


Record 2
ORCA calculation (ωB97M-V/def2-TZVPD) on 11 unconnected molecules or ions with the total composition C24H70O12.

ORCA input file:
```
! wB97M-V def2-TZVPD RIJCOSX def2/J DEFGRID3
* xyz 0 1
O -14.45 4.29 2.54
O -21.39 1.83 1.73
O -19.44 3.18 7.66
O -17.89 1.69 10.95
O -23.83 2.84 9.54
O -16.04 -1.83 6.02
O -20.03 6.28 10.59
O -17.10 4.55 8.60
O -18.75 0.70 8.54
O -20.15 7.14 5.66
O -19.19 6.69 7.99
O -19.81 6.50 3.19
C -22.96 2.94 8.41
C -14.44 4.25 3.90
C -22.44 0.66 3.56
C -19.98 0.01 8.78
C -17.04 5.95 8.84
C -19.77 4.63 1.74
C -18.81 2.79 11.15
C -17.02 -1.44 5.09
C -18.77 2.63 5.49
C -17.76 6.74 7.76
C -21.09 5.37 10.43
C -15.81 3.64 4.36
C -21.20 1.45 3.09
C -21.88 5.29 3.04
C -19.63 3.56 6.35
C -22.27 6.27 10.17
C -19.61 -1.21 9.64
C -18.88 3.20 12.59
C -20.63 5.80 2.25
C -20.85 8.98 7.04
C -23.51 2.06 7.32
C -21.04 8.19 5.75
C -16.74 0.04 4.70
C -20.64 -0.26 7.40
H -13.61 4.64 2.23
H -16.56 0.64 5.59
H -22.22 0.17 4.50
H -19.97 -0.85 6.77
H -19.69 3.89 12.83
H -22.10 6.74 9.21
H -18.04 -1.68 5.41
H -20.51 -1.75 9.93
H -20.69 0.63 9.32
H -15.96 2.59 4.10
H -22.39 4.62 2.34
H -20.72 0.72 6.92
H -22.38 6.96 11.01
H -17.38 6.24 9.83
H -20.17 6.89 4.74
H -21.18 4.89 11.40
H -18.72 2.93 4.44
H -19.11 -0.94 10.58
H -19.67 6.52 9.73
H -19.30 3.99 2.49
H -18.96 5.12 1.18
H -22.82 2.20 6.48
H -20.99 4.65 9.62
H -18.99 -1.96 9.14
H -20.30 0.85 3.17
H -16.64 4.13 3.86
H -22.57 6.11 3.24
H -19.18 4.53 6.17
H -23.02 3.97 8.07
H -19.21 1.64 5.35
H -19.06 2.38 13.28
H -18.75 3.74 8.01
H -15.81 0.18 4.15
H -18.16 1.29 10.12
H -17.80 2.53 5.97
H -23.30 1.32 3.72
H -15.98 3.70 5.43
H -20.36 4.07 1.02
H -23.17 5.66 10.05
H -19.80 2.45 10.85
H -15.99 6.24 8.75
H -23.46 1.01 7.61
H -19.57 6.81 7.11
H -21.08 8.36 7.91
H -17.55 6.50 6.72
H -20.70 3.55 6.10
H -14.26 5.26 4.27
H -16.22 4.22 8.39
H -22.05 7.78 5.76
H -19.85 9.40 7.19
H -18.02 3.81 12.85
H -13.69 3.55 4.26
H -17.57 7.81 7.88
H -18.54 3.64 10.52
H -21.60 4.76 3.95
H -16.88 -2.09 4.23
H -21.92 2.74 8.66
H -21.16 1.06 1.20
H -24.68 3.23 9.32
H -24.52 2.38 7.08
H -20.85 8.87 4.93
H -16.16 -1.35 6.85
H -19.11 6.94 2.70
H -17.49 0.43 4.02
H -21.00 2.35 3.67
H -22.72 -0.22 2.98
H -21.53 9.82 7.14
H -20.89 6.49 1.44
H -21.56 -0.83 7.45
H -19.04 1.49 8.09
*
```

SMILES: CC(C)O.CC(C)O.OCCO.CCO.CCO.CCO.CCO.CCO.CCO.CCO.CCO
Highest occupied orbital energy (eV): -9.039
Maximum force (eV/A): 2.6


Record 3
ORCA calculation (ωB97M-V/def2-TZVPD) on a molecular structure, C24H71CuO23.

ORCA input file:
```
! wB97M-V def2-TZVPD RIJCOSX def2/J DEFGRID3
* xyz 0 3
Cu 20.21 -4.41 -5.36
O 20.02 -2.55 -6.95
O 21.74 -2.84 -4.61
O 23.19 -3.81 -1.97
O 27.09 -3.54 -7.63
O 25.30 -7.82 -10.37
O 22.37 -3.92 -8.57
O 28.02 -12.12 -6.85
O 22.28 -9.53 -2.45
O 26.12 -10.24 -5.15
O 23.85 -11.00 -6.79
O 28.04 -5.64 -3.21
O 21.48 -12.45 -2.12
O 21.15 -11.21 -6.47
O 26.95 -7.88 -1.95
O 18.74 -6.55 -4.23
O 27.85 -8.03 -4.68
O 25.35 -5.38 -2.03
O 20.93 -5.34 -3.37
O 21.44 -9.55 -9.07
O 22.42 -13.69 -6.04
O 26.36 -5.29 -9.85
O 26.51 -10.33 -8.65
O 21.81 -5.62 -6.42
C 23.44 -2.77 -2.86
C 22.19 -2.63 -8.14
C 20.71 -6.56 -2.84
C 20.24 -11.18 -7.62
C 23.19 -3.02 -4.35
C 24.29 -12.31 -6.70
C 20.76 -1.94 -7.96
C 26.64 -8.87 -8.69
C 22.79 -6.62 -6.55
C 19.84 -7.36 -3.85
C 20.27 -9.72 -8.25
C 25.29 -8.24 -8.98
C 22.54 -11.91 -2.88
C 25.05 -6.60 -1.40
C 23.66 -6.93 -5.37
C 27.05 -11.19 -4.75
C 25.47 -4.47 -9.08
C 23.34 -13.46 -7.09
C 27.60 -5.58 -4.57
C 28.25 -11.21 -5.76
C 25.58 -7.71 -2.29
C 22.18 -10.50 -3.42
C 28.21 -6.78 -5.33
C 25.96 -4.46 -7.64
H 25.26 -12.36 -7.18
H 24.08 -5.99 -5.02
H 26.51 -5.57 -4.53
H 21.19 -10.53 -3.88
H 21.64 -12.23 -1.20
H 27.46 -7.25 -2.46
H 23.14 -7.29 -4.48
H 27.92 -4.65 -5.01
H 21.65 -4.89 -2.94
H 19.35 -1.91 -6.69
H 24.51 -10.53 -6.29
H 25.25 -3.44 -9.38
H 23.87 -14.39 -7.28
H 20.29 -2.18 -8.92
H 22.78 -12.48 -3.77
H 27.44 -8.55 -9.36
H 23.75 -2.32 -4.96
H 21.48 -2.00 -4.24
H 27.17 -12.00 -7.28
H 29.00 -5.59 -3.29
H 20.51 -11.87 -8.41
H 27.37 -10.93 -3.74
H 20.24 -8.97 -7.46
H 24.00 -4.33 -1.94
H 22.02 -10.94 -6.75
H 24.41 -7.65 -5.71
H 28.69 -8.12 -4.22
H 22.76 -2.55 -7.22
H 20.41 -7.81 -4.66
H 26.61 -9.42 -5.02
H 23.51 -11.80 -2.39
H 22.37 -7.60 -6.78
H 22.78 -2.00 -8.80
H 25.17 -4.30 -6.92
H 22.78 -13.23 -8.00
H 19.41 -8.15 -3.24
H 23.46 -4.05 -4.59
H 28.45 -10.20 -6.14
H 22.10 -4.57 -7.91
H 24.42 -8.88 -8.82
H 22.01 -8.87 -8.70
H 26.91 -8.54 -7.69
H 26.35 -5.47 -7.52
H 19.38 -9.57 -8.86
H 29.27 -6.58 -5.19
H 19.24 -11.35 -7.23
H 26.58 -12.17 -4.79
H 27.85 -3.94 -8.05
H 22.77 -10.11 -4.25
H 24.45 -2.44 -2.65
H 21.46 -9.55 -1.94
H 25.56 -6.90 -10.40
H 18.03 -7.10 -4.57
H 26.08 -10.61 -9.46
H 25.43 -6.74 -0.39
H 27.87 -6.81 -6.36
H 21.83 -12.93 -6.08
H 24.48 -4.93 -9.08
H 27.22 -4.86 -9.90
H 25.15 -7.32 -8.41
H 20.90 -0.88 -7.76
H 20.18 -6.37 -1.91
H 24.47 -12.50 -5.64
H 25.08 -8.65 -2.04
H 26.26 -5.43 -2.34
H 29.17 -11.47 -5.24
H 21.61 -7.12 -2.59
H 23.97 -6.55 -1.30
H 23.56 -6.25 -7.23
H 25.42 -7.54 -3.35
H 22.73 -1.99 -2.56
*
```

Highest occupied orbital energy (alpha / beta) (eV): -5.367 / -8.406
Maximum force (eV/A): 3.2


Record 4
ORCA calculation (ωB97M-V/def2-TZVPD) on 7 unconnected molecules or ions with the total composition C24H72BF4N6O6.

ORCA input file:
```
! wB97M-V def2-TZVPD RIJCOSX def2/J DEFGRID3
* xyz 5 1
F -16.77 -14.69 17.93
F -15.88 -12.59 17.32
F -14.48 -14.24 18.01
F -15.95 -13.27 19.52
O -21.14 -17.17 13.75
O -18.13 -8.37 18.39
O -16.56 -12.13 12.59
O -13.56 -18.13 16.47
O -12.29 -10.86 18.89
O -18.13 -15.94 22.21
N -19.77 -14.92 14.61
N -18.26 -5.78 18.74
N -18.90 -14.51 19.92
N -14.21 -20.04 18.25
N -11.97 -13.60 19.38
N -16.97 -13.20 9.83
C -22.42 -17.79 13.97
C -16.28 -12.06 13.99
C -17.16 -6.47 19.50
C -14.71 -18.62 18.44
C -11.51 -12.97 18.10
C -18.05 -14.54 22.21
C -12.34 -11.75 17.81
C -17.03 -5.86 20.88
C -13.79 -17.89 19.39
C -15.50 -12.70 11.88
C -17.47 -7.96 19.58
C -19.14 -16.29 14.52
C -18.01 -9.74 18.09
C -20.23 -17.30 14.81
C -15.65 -11.15 9.89
C -14.82 -18.00 17.07
C -11.46 -13.94 16.94
C -15.67 -12.59 10.37
C -19.15 -14.01 21.33
C -17.93 -16.44 15.41
C -13.51 -10.67 19.57
C -13.54 -17.89 15.07
C -20.54 -14.48 21.75
C -17.61 -16.56 23.39
B -15.78 -13.70 18.20
H -16.51 -8.48 19.71
H -14.88 -13.16 9.87
H -19.11 -5.62 19.28
H -11.00 -14.89 17.24
H -17.08 -15.80 15.18
H -17.99 -14.27 19.52
H -22.38 -18.84 13.66
H -17.81 -17.63 23.30
H -10.86 -13.56 16.11
H -15.70 -18.69 18.89
H -13.36 -12.01 17.51
H -14.11 -16.85 19.45
H -17.06 -14.16 10.17
H -15.21 -16.97 17.11
H -13.22 -19.98 18.03
H -16.52 -16.47 23.44
H -15.68 -11.05 8.81
H -10.51 -12.57 18.28
H -12.98 -13.77 19.37
H -14.30 -20.60 19.11
H -22.77 -17.70 15.00
H -17.16 -11.65 14.49
H -12.73 -17.96 19.11
H -13.83 -18.34 20.38
H -14.55 -12.14 11.99
H -19.11 -12.92 21.25
H -16.95 -13.27 8.81
H -14.70 -20.52 17.50
H -19.10 -14.17 14.40
H -16.26 -6.38 18.89
H -16.65 -4.85 20.81
H -20.71 -17.10 15.78
H -18.15 -14.15 23.23
H -17.00 -10.04 17.76
H -21.28 -14.37 20.96
H -17.56 -17.47 15.33
H -11.68 -12.96 20.13
H -14.35 -17.24 14.75
H -13.68 -18.84 14.53
H -20.13 -14.74 15.55
H -14.34 -10.48 18.87
H -19.62 -14.24 19.26
H -17.07 -14.21 21.83
H -15.58 -18.54 16.46
H -11.90 -11.27 16.93
H -11.43 -14.45 19.57
H -18.10 -8.23 20.44
H -13.84 -11.58 20.11
H -17.97 -5.84 21.44
H -18.91 -15.54 19.92
H -17.99 -4.86 18.37
H -14.70 -10.69 10.18
H -12.58 -17.48 14.79
H -18.15 -16.33 16.47
H -19.80 -18.31 14.83
H -18.18 -10.34 19.00
H -18.51 -6.37 17.94
H -18.64 -9.99 17.24
H -18.86 -16.38 13.47
H -13.43 -9.88 20.30
H -20.57 -14.90 13.97
H -12.45 -14.12 16.52
H -23.13 -17.31 13.31
H -15.26 -13.72 12.22
H -15.46 -11.38 14.22
H -20.48 -15.51 22.10
H -17.77 -12.63 10.12
H -16.34 -6.42 21.51
H -16.41 -10.55 10.39
H -20.91 -13.89 22.58
H -18.09 -16.15 24.28
H -16.05 -13.02 14.47
*
```

Highest occupied orbital energy (eV): -19.750
Maximum force (eV/A): 1.2
Relative energy (zero: lowest compared OMol25 entry of this formula, charge and spin) (kcal per mole): 0.0